Molecular formula: C8H10OSi
Method: DFT, ωB97M-V/def2-TZVPD

XYZ file:
```
20
Properties=species:S:1:pos:R:3:forces:R:3
O 0.28727 1.26242 -3.24048 -0.89 -1.59 -5.83
H 0.92382 1.12447 1.13192 -0.38 -1.14 0.05
H -1.04875 -2.41103 3.61077 0.71 0.99 2.74
C 0.06492 -0.03479 -0.49588 -1.45 -3.97 2.78
H -1.51652 -3.17062 -0.02100 0.24 1.74 0.42
H -0.25799 0.89798 -3.99191 1.00 0.48 1.86
H -1.79041 -3.51689 2.53065 -0.90 -1.36 -0.51
C -0.13601 -0.63127 1.87764 -0.03 -2.57 -1.64
C -0.77601 -1.31088 -0.71265 2.72 5.10 -3.96
H 0.95335 3.56841 -2.31678 -1.13 1.69 -2.06
C -0.77768 -1.92558 1.61148 1.07 4.67 -1.25
H 0.19645 -0.45135 2.83959 0.19 0.47 2.05
C 0.38249 0.17271 0.88283 -0.03 1.53 -1.97
H 2.35062 2.70691 -1.71176 0.96 0.34 -0.26
C -1.25689 -2.62972 2.64400 -0.60 -1.72 -0.17
C 1.33999 3.01451 -1.56129 0.11 -4.77 2.30
H -0.99857 -1.38627 -1.82270 -0.11 -0.76 1.64
C -1.09540 -2.13700 0.25368 -1.00 -4.23 0.67
H 1.21586 3.37896 -0.57540 -0.09 0.77 0.80
Si 0.36416 1.22895 -1.69505 -0.38 4.32 2.34
```
Positions in Å, forces in eV/Å.

- LUMO energy (spin up / spin down) (eV) = 0.33 / -1.27
- strongest force on any atom (eV/Å) = 7.006
- 2S+1 = 3
- frontier orbital gap (spin up / spin down) (eV) = 4.92 / 8.11
- expectation value of S² = 2.023
- net charge = 0

Results of the Mulliken charge analysis, in e, for atoms 1 through 4: number 1, O, carries -0.44; number 2, H, carries 0.18; number 3, H, carries 0.39; number 4, C, carries 0.62

***

Molecular formula: C31H40Cl18NO7P
Method: DFT, ωB97M-V/def2-TZVPD

XYZ file:
```
98
Properties=species:S:1:pos:R:3:forces:R:3
C -2.23509 -3.39527 -1.84033 1.25 -2.63 -1.33
H -4.41838 -7.52522 -6.70577 -0.12 0.12 0.10
H 0.77822 6.66352 0.27595 -0.10 0.11 -0.19
Cl -1.72716 3.40741 -0.90411 0.12 -0.01 -0.13
P 2.70897 3.48197 1.10463 0.77 0.93 -4.13
H 5.03289 -0.61024 -2.52098 -0.54 2.43 -0.02
C 4.11917 -0.08528 -2.96456 -1.78 -5.24 1.33
Cl 3.10423 7.50456 1.71556 -0.05 -0.03 -0.06
C -2.24364 -5.91629 -2.83772 3.31 3.25 2.45
O 3.01202 3.99556 -0.33670 -0.67 -1.43 3.07
H 0.67235 0.51365 -5.83324 0.15 -0.16 0.06
H 1.75639 0.52103 -2.52451 2.40 -1.25 1.18
C 7.20159 8.00967 2.76778 -0.19 -0.20 -0.04
C 1.44831 2.06953 1.10095 -2.83 -2.13 1.32
C -1.24874 -2.36643 2.47173 1.49 -0.09 -0.89
C -0.94958 1.18891 1.97933 2.98 -0.56 -1.61
H -4.11373 -4.86521 -1.99450 2.03 0.59 -0.25
H -2.76043 -6.91691 -3.13288 1.74 2.21 2.26
H -1.58355 4.12618 -3.14864 -0.10 -0.11 0.17
C -2.19567 -7.07795 3.34394 -0.17 -0.28 -0.07
H 1.05411 -0.50921 -7.24157 0.08 -0.07 0.19
O 0.20582 4.52220 3.22226 -2.86 -3.83 -2.12
C 4.08239 -4.60259 0.87216 0.23 -0.18 0.02
C -0.70163 -3.18710 -2.10161 -1.77 -3.26 -0.98
C 0.78622 -1.86025 -0.29322 -0.65 0.56 -0.48
H -5.20387 -8.01487 -5.18290 0.07 0.22 0.02
C 0.05831 -1.80801 -1.75427 -0.81 -0.76 -0.67
H 7.37950 7.19065 2.07251 0.07 0.20 0.08
C -2.38765 4.03650 -2.42003 0.09 0.22 -0.18
C 0.14042 2.30103 1.88786 0.28 -2.82 -0.96
Cl -6.95850 3.35508 3.13004 0.01 -0.04 0.06
C -4.77713 -7.17987 -5.73666 0.04 -0.19 -0.63
Cl 3.63354 7.16106 4.56434 -0.03 -0.01 0.06
C 0.03220 -4.40780 -2.75910 -3.21 -0.63 0.38
H 3.64465 1.48539 -0.57101 -0.95 -1.10 0.84
Cl 0.47516 -1.78492 -5.34509 -0.08 0.04 -0.07
H -2.01677 -7.89094 2.64196 0.08 0.20 0.08
Cl 8.54727 8.09449 3.91142 -0.01 -0.10 0.04
C -0.40090 3.53592 2.73478 1.39 0.40 -0.53
H 3.94658 -5.56354 0.37820 -0.09 0.21 0.03
Cl -3.62805 2.95484 -3.06203 -0.05 0.01 -0.08
N -1.85059 3.20646 2.86461 0.81 -1.35 3.29
H -3.29122 3.09938 1.67436 0.20 0.77 -0.25
Cl -3.41364 -6.51735 -4.81693 -1.94 -0.47 -2.89
C -1.86450 -1.29366 1.40602 1.04 0.49 1.43
H 0.79436 -1.63504 -2.60971 -0.80 -0.26 1.44
H -5.13966 1.85024 3.08627 -0.32 0.06 -0.14
H -0.80074 5.84737 0.13542 -0.02 0.17 -0.13
H 3.74571 -0.30238 0.03839 -1.06 1.09 -0.47
H 2.27264 4.62054 1.85306 -0.13 -1.11 0.27
Cl -6.03032 -5.95907 -5.99074 -0.05 -0.06 -0.03
H 2.09257 8.61849 3.53212 0.18 -0.13 -0.05
H -0.70762 -0.94221 -1.82126 1.12 -1.45 0.31
H 0.24668 -2.70234 0.28277 1.07 1.49 -0.65
C -6.13493 1.87200 2.63416 0.15 -0.12 0.40
Cl 2.70954 -4.31033 1.94735 -0.01 -0.06 0.06
Cl -0.01978 6.64370 -1.94303 0.02 -0.09 0.00
H -1.12729 -3.41177 1.98653 -0.43 1.68 0.79
H -6.71383 1.01471 2.97431 0.02 0.18 -0.14
Cl 4.21202 -3.33859 -0.35718 0.08 -0.11 -0.05
Cl 7.04259 9.51394 1.85361 -0.08 -0.05 -0.04
O -2.68832 3.81878 1.96130 -1.31 0.53 -0.90
Cl -5.97013 1.78963 0.87571 0.20 -0.06 -0.09
Cl -0.85582 -7.00861 4.49541 0.00 -0.11 0.03
O -3.03746 1.11787 3.53067 3.65 3.17 -3.09
C -2.98721 -4.72032 -2.18738 3.32 -0.06 -0.71
H -2.88035 -2.56352 -1.39512 1.16 -1.22 -0.77
H 1.14607 -4.39137 -3.03064 -1.84 0.28 0.58
O 3.22128 -1.30765 -2.40823 -2.19 3.64 1.27
C -0.72067 -0.15806 1.25675 0.93 1.64 -0.02
H 6.27931 7.83191 3.31919 0.16 0.14 -0.04
H 4.99728 -4.61733 1.46270 -0.19 0.10 -0.04
C 1.68394 0.68994 0.37198 -2.00 0.70 1.73
H -1.51043 -4.42817 4.64445 -0.17 1.65 -0.54
Cl -2.34512 -5.56368 2.44255 -0.24 -0.34 -0.19
H -2.78641 -0.83979 1.93037 1.42 -0.62 -1.09
C -0.72233 -5.73977 -3.11902 -1.99 2.79 1.62
C 3.07292 0.51793 -0.38044 -1.28 -0.64 -2.76
C 2.73858 0.06601 -2.00805 3.29 -1.36 -1.09
C 0.59343 -0.44672 0.43267 -0.10 2.97 1.74
H -0.16620 -6.60115 -3.61769 -0.73 1.45 0.81
Cl 2.90768 -0.23956 -5.80684 -0.47 0.16 -0.73
H -3.12128 -7.25791 3.88874 0.17 0.14 -0.03
Cl -1.02084 8.18833 0.32153 0.02 -0.02 0.11
H -2.12570 -1.77570 0.40582 0.43 0.70 1.51
O -2.00174 -2.43029 3.71844 1.66 -1.78 0.56
C -0.20781 6.70291 -0.18585 0.12 -0.24 0.23
C -2.12991 1.73259 2.89650 0.50 -1.85 0.36
H 1.58476 6.91351 3.42132 0.20 0.00 -0.01
H -2.82809 5.01509 -2.23524 0.02 -0.21 0.05
C -1.27519 -3.31037 4.63113 2.07 1.45 2.50
O -0.42506 -2.90189 5.45352 -3.38 -1.02 -3.51
C 1.18212 -0.38905 -6.16681 -0.20 0.06 -0.25
H -0.17728 -2.03103 2.75744 -1.64 -0.45 -0.57
H 3.92117 3.00590 1.73231 -0.95 0.04 0.05
H 1.89506 -2.13082 -0.44684 -1.84 0.53 0.45
H 4.03970 -0.56219 -4.00350 0.20 2.47 1.32
C 2.42828 7.59927 3.34698 -0.34 0.10 0.06
```
Positions in Å, forces in eV/Å.

- LUMO energy (eV) = -1.54
- strongest force on any atom (eV/Å) = 5.743
- 2S+1 = 1
- frontier orbital gap (eV) = 7.16
- net charge = 0

Results of the Mulliken charge analysis, in e, for atoms 1 through 4: number 1, C, carries -0.21; number 2, H, carries 0.28; number 3, H, carries -0.16; number 4, Cl, carries 0.08

***

Molecular formula: C29H30F9GeN8O2RuSe
Method: DFT, ωB97M-V/def2-TZVPD

XYZ file:
```
81
Properties=species:S:1:pos:R:3:forces:R:3
C 0.18088 4.90766 -1.82257 -0.04 -0.81 0.69
H -3.64226 6.30138 0.55471 0.13 -0.53 -0.27
H -4.13439 -5.45483 1.00082 0.74 0.29 0.44
C 0.04466 1.01824 3.55058 0.81 1.03 1.54
C 0.14900 1.81273 2.20479 0.06 1.06 -0.24
F 1.59221 2.85546 0.64852 0.29 -0.34 0.59
H 2.58365 -0.94553 -0.02200 0.00 0.47 -0.07
C 4.31517 -3.78648 0.95942 0.42 -0.11 0.79
O 1.92059 -4.45010 0.92372 0.78 -0.70 2.44
C -3.06929 -5.29652 1.26835 -0.19 -0.21 0.96
C -1.50338 -1.05579 -2.47676 0.29 0.66 0.14
H 4.53699 -2.10128 -2.84209 0.20 1.02 0.89
Se -0.98199 3.28865 -2.18001 -0.29 1.75 0.19
H -5.93123 5.76867 -3.07945 0.59 0.51 0.41
C -1.17366 -5.78499 2.73167 0.15 0.96 -0.80
H -0.40131 5.83649 -1.75249 -0.08 -0.61 -0.13
H -1.33135 -0.52175 -3.40805 -0.05 -0.25 0.24
H 5.66538 -4.06834 2.65975 0.10 0.00 -0.62
Ge -4.07580 4.81843 -1.54582 -0.84 0.64 0.95
F 1.13157 0.21979 3.63783 -0.68 0.01 0.09
H -0.20769 -4.23459 -0.20085 0.05 0.41 0.14
N 3.45482 0.41727 -2.84284 1.59 -0.88 -0.21
Ru -0.08183 1.15652 -0.73843 -0.42 -0.05 1.02
C 5.14800 -2.26892 -0.77389 -1.59 0.09 0.79
N 3.73249 -0.43542 -1.79460 -3.46 1.10 0.72
H 7.19906 -1.66042 -0.57972 -0.13 0.28 0.20
H -5.82313 6.52522 -1.46945 -0.13 0.31 0.05
C -1.52866 -1.52081 -0.37094 -0.81 -0.21 -0.69
H -5.67429 2.79782 -2.11382 0.20 0.38 0.30
C 4.81262 -1.42173 -1.97401 0.39 -0.38 -1.31
H -3.23448 -6.35281 3.14416 0.65 0.40 -0.37
C 4.13541 -3.07796 -0.22405 0.56 0.49 -0.85
F -0.70898 3.79719 1.10580 0.01 -0.35 0.96
H 1.85931 1.72358 -3.21563 0.24 -0.16 0.16
N 3.17317 -5.20956 2.64191 -1.57 -0.83 0.93
H -3.93078 -3.45317 -0.40320 1.14 -0.28 -0.35
H 7.52091 -2.68699 1.63507 -0.56 -0.24 -0.21
C -5.24037 6.22426 -2.33390 0.44 -1.10 -0.46
H -2.91674 -4.34983 -1.64011 -0.13 0.69 0.91
C -2.53887 -5.82129 2.46754 -0.27 -0.97 0.01
N -2.12286 -2.51553 -1.08079 0.38 0.84 0.72
H -2.13973 6.06053 -0.32565 -0.47 -0.46 0.16
C 6.36640 -2.17233 -0.10816 0.23 -0.59 0.03
C -2.25002 -4.57053 0.42205 1.20 0.94 -0.51
C 2.69125 -0.31015 -0.89370 1.53 -0.84 -1.82
C 1.67083 2.13791 1.85295 -0.28 -1.01 -0.75
N -1.12298 -0.56266 -1.24322 -0.13 -0.62 0.86
H -0.70996 -6.19440 3.61864 -0.23 -0.09 0.08
C -2.88038 -3.75695 -0.68093 -0.62 -0.04 -1.25
C 5.56143 -3.63626 1.65482 -0.18 0.24 0.35
C -0.50183 3.26721 2.35383 -0.46 -0.43 0.30
N 1.86748 -5.58455 2.88156 2.44 0.41 0.42
F -1.05237 0.27831 3.58056 0.39 0.35 0.22
N -2.10118 -2.20137 -2.39783 -0.02 -0.34 -0.03
H -1.51579 -1.43171 0.71685 0.22 -0.13 -0.42
H -3.11668 3.36636 -3.36050 0.13 0.45 0.08
F 0.09364 1.85543 4.67275 -0.31 -1.43 -2.19
H -2.33062 4.94189 -3.50532 0.45 0.47 -0.24
H 0.70902 4.70132 -0.86673 -0.35 0.17 -0.71
N 1.82583 0.57785 -1.38776 -0.37 -0.20 0.59
C -2.65945 4.20378 -2.79833 0.49 -2.11 -0.50
C -0.85721 -4.56261 0.59687 -1.20 -0.50 0.44
C 2.34065 0.99914 -2.56506 0.38 -0.08 -0.17
C 1.14085 -5.09753 1.92011 -1.32 0.86 -2.37
C -3.06046 5.53576 0.00613 -0.24 0.28 -0.11
H -5.79505 3.29133 -0.39599 -0.26 0.11 0.03
F 0.27653 4.11693 3.04169 -0.79 -0.61 -0.63
H 5.62675 -0.76216 -2.28595 0.28 -0.60 -0.02
H 3.18619 -3.18412 -0.72232 -0.13 0.06 -0.28
F 2.32939 0.99811 1.50392 -0.26 0.79 0.41
F 2.38430 2.80377 2.73639 -0.56 -0.55 -0.80
H -4.65745 7.06057 -2.74006 -0.38 -0.21 0.09
C 6.56627 -2.83344 1.11068 -0.16 -0.35 0.31
O -0.49497 1.03989 1.21719 0.58 0.75 0.21
H 0.86517 4.92573 -2.65942 0.20 0.12 -0.11
C -0.32450 -5.13371 1.77059 1.28 -0.51 -0.13
H -2.81387 4.71512 0.68914 0.02 0.34 -0.11
F -1.68862 3.14334 2.96848 0.64 0.30 -0.57
C 3.20661 -4.52150 1.52543 -1.28 0.70 -1.42
C -5.11952 3.16040 -1.23305 1.10 -0.61 0.15
H -4.41846 2.34056 -0.91977 -0.49 0.60 -0.27
```
Positions in Å, forces in eV/Å.

- energy relative to the best compared isomer or geometry (same formula, charge and spin) (kJ/mol) = 0.00
- LUMO energy (spin up / spin down) (eV) = -9.69 / -11.91
- strongest force on any atom (eV/Å) = 3.702
- 2S+1 = 5
- frontier orbital gap (spin up / spin down) (eV) = 7.01 / 4.78
- expectation value of S² = 6.061
- net charge = +3

Results of the Mulliken charge analysis, in e, for atoms 1 through 4: number 1, C, carries -0.89; number 2, H, carries 0.45; number 3, H, carries 0.49; number 4, C, carries 0.51

***

Molecular formula: C2H6O
Method: DFT, ωB97M-V/def2-TZVPD

XYZ file:
```
9
Properties=species:S:1:pos:R:3:forces:R:3
C 1.12830 -0.07493 0.00620 2.43 2.54 -0.07
H -2.02910 -0.71900 -0.01125 0.80 0.19 0.46
O 0.03573 -0.87093 0.02431 -1.57 -0.55 -0.34
H -1.18469 0.64179 0.86997 0.19 -0.62 -0.42
H 1.18618 0.53984 0.95434 0.17 -0.55 -0.68
H 1.16286 0.71128 -0.83591 -0.39 -1.09 0.81
H -1.23588 0.50339 -0.90202 0.49 0.33 -0.34
C -1.12078 -0.07304 0.01090 -1.60 -0.29 0.32
H 2.05738 -0.65840 -0.11653 -0.53 0.03 0.26
```
Positions in Å, forces in eV/Å.

- energy relative to the best compared isomer or geometry (same formula, charge and spin) (kJ/mol) = 68.89
- LUMO energy (eV) = 1.12
- strongest force on any atom (eV/Å) = 3.518
- SMILES = COC
- 2S+1 = 1
- frontier orbital gap (eV) = 11.08
- net charge = 0

Results of the natural (NBO) charge analysis, in e, for atoms 1 through 4: number 1, C, carries -0.24; number 2, H, carries 0.19; number 3, O, carries -0.53; number 4, H, carries 0.17

***

Molecular formula: C2H2Br2O3
Method: DFT, ωB97M-V/def2-TZVPD

XYZ file:
```
9
Properties=species:S:1:pos:R:3:forces:R:3
Br 1.22418 0.35408 -2.40250 2.13 0.18 -0.12
C -0.93425 0.24058 -0.04015 1.61 -0.61 -1.85
O -0.65318 -0.95324 0.50585 -0.94 0.34 -0.63
O 0.19883 0.85984 0.29438 -1.27 0.47 -0.28
H -1.86877 0.61934 -0.39529 -0.22 0.21 -0.01
O -0.46499 0.12426 -2.43581 -2.42 -0.23 1.93
C 0.53195 -0.34189 0.94363 1.12 -0.26 1.62
Br 0.49841 -0.09470 2.88061 0.18 -0.15 -0.51
H 1.46783 -0.80828 0.64928 -0.19 0.06 -0.17
```
Positions in Å, forces in eV/Å.

- energy relative to the best compared isomer or geometry (same formula, charge and spin) (kJ/mol) = 355.02
- LUMO energy (spin up / spin down) (eV) = -1.07 / -1.07
- strongest force on any atom (eV/Å) = 3.107
- 2S+1 = 1
- frontier orbital gap (spin up / spin down) (eV) = 7.01 / 7.01
- net charge = 0

Results of the natural (NBO) charge analysis, in e, for atoms 1 through 4: number 1, Br, carries 0.27; number 2, C, carries 0.63; number 3, O, carries -0.43; number 4, O, carries -0.41

***

Molecular formula: C3H7N3O
Method: DFT, ωB97M-V/def2-TZVPD

XYZ file:
```
14
Properties=species:S:1:pos:R:3:forces:R:3
H 1.63231 -2.64595 1.07639 0.27 -0.09 0.35
H -1.73152 -1.22004 -0.80196 -0.08 0.10 0.16
C 0.29084 1.34404 0.67508 -0.18 -1.78 -0.74
H -2.32761 -0.15262 0.51707 -0.14 -0.07 -0.04
N -0.26086 -0.20403 0.30144 -0.28 -1.39 3.19
N 0.80818 0.92623 -1.08342 1.20 2.10 -0.92
H -0.55387 2.02730 0.50228 0.20 -0.31 -0.41
O 1.05928 1.41266 1.58171 0.45 0.25 -0.52
H 0.88263 0.11833 -1.69792 -0.92 -0.66 0.54
N 1.38259 -1.83556 0.52705 -0.60 -0.34 0.75
H -1.71809 0.53568 -1.00336 0.31 0.04 0.18
H 1.78536 1.21141 -1.18009 -0.04 0.44 0.78
C -1.59508 -0.27015 -0.27748 0.08 -0.36 -0.32
C 0.34584 -1.24730 0.86320 -0.26 2.08 -3.02
```
Positions in Å, forces in eV/Å.

- energy relative to the best compared isomer or geometry (same formula, charge and spin) (kJ/mol) = 589.00
- LUMO energy (spin up / spin down) (eV) = -0.53 / -0.53
- strongest force on any atom (eV/Å) = 3.680
- 2S+1 = 1
- frontier orbital gap (spin up / spin down) (eV) = 7.52 / 7.53
- net charge = 0

Results of the natural (NBO) charge analysis, in e, for atoms 1 through 4: number 1, H, carries 0.38; number 2, H, carries 0.22; number 3, C, carries 0.58; number 4, H, carries 0.22

***

Molecular formula: C3H8I2NO
Method: DFT, ωB97M-V/def2-TZVPD

XYZ file:
```
15
Properties=species:S:1:pos:R:3:forces:R:3
H -3.48818 -0.80625 -0.81620 -0.12 -0.04 0.04
H -0.94218 2.00120 -1.38829 -0.03 -0.13 0.07
C 0.00266 1.73155 -0.92814 0.17 0.20 -0.06
C 0.80932 -0.80294 1.50868 -0.03 0.23 -0.04
N 0.09789 0.59751 -0.34649 -0.69 0.31 -0.34
O -2.52935 -0.72493 -0.85299 0.54 -0.11 -0.13
I -1.78962 -2.37309 -1.71393 -0.19 0.15 0.08
H 1.78452 -0.58663 -0.39972 -0.08 0.16 -0.01
H 0.33538 -0.18754 2.26893 -0.07 0.03 0.07
H -0.73831 -0.00805 -0.33652 -0.08 0.39 -0.14
C 1.24515 0.03933 0.32100 1.03 -0.50 0.53
H 1.91234 0.84725 0.63481 -0.15 -0.09 -0.13
H 1.67728 -1.27686 1.95229 0.11 -0.06 0.03
I 1.50358 3.13182 -1.10296 -0.31 -0.36 0.06
H 0.11952 -1.58238 1.19952 -0.11 -0.16 -0.03
```
Positions in Å, forces in eV/Å.

- energy relative to the best compared isomer or geometry (same formula, charge and spin) (kJ/mol) = 70.64
- LUMO energy (eV) = -4.54
- strongest force on any atom (eV/Å) = 1.257
- 2S+1 = 1
- frontier orbital gap (eV) = 8.64
- net charge = +1

Results of the natural (NBO) charge analysis, in e, for atoms 1 through 4: number 1, H, carries 0.51; number 2, H, carries 0.25; number 3, C, carries 0.05; number 4, C, carries -0.62

***

Question: The highest net charge belongs to which entry?
Answer: C29H30F9GeN8O2RuSe